# 1
The following is a DFT calculation (wB97M-V/def2-TZVPD) of 2 unconnected molecules or ions with the total composition CH3IO2S at a distorted geometry.

Each line ends with the Mulliken charge.
Element x y z (Å)
I 3.0750 0.5195 -0.1117  -0.01
S 1.9294 0.1762 -2.2307  0.22
O 0.9194 -0.8332 -2.0713  -0.41
O -0.4498 0.2788 -0.4030  -0.15
C -0.6086 -0.3333 0.6099  -0.40
H 1.2221 1.4074 -2.0972  0.20
H -1.5406 -0.8738 0.8397  0.30
H 0.1702 -0.4077 1.3877  0.24

E_LUMO (alpha / beta) = -0.781 / -2.341 eV
2S+1 = 3
Orbital gap (alpha / beta) = 5.66 / 7.27 eV
ΔE to the lowest compared entry with this formula, charge and spin = 0.319 eV
HOMO level (alpha / beta) = -6.445 / -9.614 eV
E_tot = -24110.735 eV
Charge = 0

=====

# 2
The following is a DFT calculation (wB97M-V/def2-TZVPD) of C3H7NO2S in the gas phase at a distorted geometry.

Each line ends with the Mulliken charge.
Element x y z (Å)
S -1.8294 -0.7493 -0.6036  0.36
O -1.7667 1.4290 0.6196  -0.37
O -2.0245 -1.2095 0.7892  -0.61
N -1.2299 0.9124 -0.5144  -0.09
C 0.9398 0.0874 0.4857  -0.14
C 1.3092 -1.2094 0.2840  -0.61
C 0.2455 0.9259 -0.4861  -0.43
H 0.5221 2.0202 -0.1510  0.23
H 0.4577 0.8908 -1.5999  0.35
H 1.9024 -1.7020 1.0626  0.23
H 0.8939 0.3555 1.4859  0.30
H -1.7730 0.7716 1.2874  0.34
H -3.0236 -0.1794 -0.6718  0.19
H 1.2600 -1.8315 -0.6180  0.24

E_LUMO = 0.695 eV
2S+1 = 1
Orbital gap = 10.24 eV
ΔE to the lowest compared entry with this formula, charge and spin = 5.332 eV
HOMO level = -9.550 eV
E_tot = -19640.273 eV
Charge = 0

=====

# 3
The following is a DFT calculation (wB97M-V/def2-TZVPD) of C4H6NO2P in the gas phase at a distorted geometry.

Each line ends with the Mulliken charge.
Element x y z (Å)
P -1.4127 1.6927 -0.9689  -0.10
O 0.6912 -3.3848 2.3683  -0.43
O -1.5106 -1.8409 2.2341  -0.72
N -0.8982 -0.5044 0.5288  -0.12
C -0.3803 0.4710 -0.2263  0.08
C 0.6463 -2.2863 1.5084  -0.42
C -0.5911 -1.5724 1.4279  0.78
C -0.2764 2.6352 -1.8440  -0.61
H 1.3628 -2.2929 0.6148  0.28
H -0.5339 3.6210 -2.3164  0.26
H -1.8430 -0.4461 0.8030  0.17
H 0.7143 2.5652 -1.7490  0.28
H 0.7637 0.2715 -0.3645  0.19
H 0.0044 -3.1305 3.0106  0.35

E_LUMO (alpha / beta) = -1.349 / -0.721 eV
2S+1 = 1
Orbital gap (alpha / beta) = 5.98 / 8.12 eV
ΔE to the lowest compared entry with this formula, charge and spin = 4.840 eV
HOMO level (alpha / beta) = -7.333 / -8.842 eV
E_tot = -19114.870 eV
Charge = 0

=====

# 4
The following is a DFT calculation (wB97M-V/def2-TZVPD) of a molecular structure, C12H31Cl2N3O3Si2.

Each line ends with the Mulliken charge.
Element x y z (Å)
Cl -1.0930 6.1609 2.2832  -0.23
Cl 1.5461 -1.3783 -1.6897  -0.36
Si 1.3607 0.1255 -0.2794  0.35
Si 0.9578 2.9649 -0.5349  0.53
O -2.2611 0.9322 -2.4726  -0.65
O 1.1159 -3.9943 2.0838  -0.64
O 1.6735 1.5447 -1.0492  -0.21
N -0.0925 -5.7414 1.3040  0.09
N -1.4083 1.6826 -4.4357  0.11
N -0.1693 0.1624 0.4621  0.15
C 0.2421 4.9812 2.3886  -0.23
C -0.4367 -0.5710 2.8336  -0.38
C -2.3424 2.7954 -4.4779  -0.93
C -1.3896 -6.3270 1.0378  -0.91
C 1.1112 -6.4871 0.9749  -0.94
C 0.9213 -0.7774 3.4967  -0.96
C 1.2045 5.0890 1.2093  -0.66
C 1.8606 3.7222 0.9087  -0.74
C -0.4356 1.5251 -5.4968  -0.94
C -0.4901 -0.9742 1.3547  -0.78
C -1.4744 0.8322 -3.3988  0.30
C 0.0447 -4.5196 1.8464  0.32
H -2.2236 3.4273 -3.5976  0.27
H -2.1530 3.3830 -5.3726  0.39
H -0.9316 1.3934 -6.4604  0.36
H 0.2160 2.3989 -5.5553  0.34
H -0.7324 0.4778 2.8864  0.21
H -0.4670 2.7887 -0.2072  -0.10
H 2.3912 -0.1160 0.7338  -0.19
H 0.6356 5.4559 0.3530  0.32
H 1.8037 3.0718 1.7829  0.38
H 0.8310 -0.6602 4.5762  0.38
H 0.1782 0.6492 -5.2978  0.29
H 1.7142 -6.6522 1.8676  0.30
H -1.5153 -7.2583 1.5935  0.34
H -0.7199 0.0286 -3.4439  0.18
H -0.2109 3.9942 2.4218  0.05
H 0.7457 5.1781 3.3292  0.38
H 1.9749 5.8241 1.4299  0.31
H 0.1837 -1.8146 1.1779  0.27
H -1.1843 -1.1547 3.3745  0.38
H 1.7178 -5.9340 0.2579  0.29
H -1.5080 -6.5371 -0.0268  0.34
H -3.3700 2.4321 -4.4933  0.29
H 0.8277 -7.4452 0.5469  0.38
H 2.9099 3.8344 0.6377  0.39
H -0.9258 0.3716 -0.1802  0.21
H -2.1702 -5.6331 1.3427  0.30
H 1.6523 -0.0484 3.1475  0.20
H 1.0175 3.9272 -1.6598  -0.25
H -1.4987 -1.3207 1.1358  0.33
H 1.2871 -1.7821 3.2945  0.18
H -0.9211 -4.0277 2.0569  0.17

E_LUMO = 0.649 eV
2S+1 = 1
Orbital gap = 10.00 eV
HOMO level = -9.349 eV
E_tot = -64364.811 eV
Charge = 0

=====

# 5
The following is a DFT calculation (wB97M-V/def2-TZVPD) of a molecular structure, C26H24BF4N2O2ReTe.

Each line ends with the Mulliken charge.
Element x y z (Å)
Re -0.6376 0.5674 -1.0259  1.52
Te -2.0143 2.4012 -2.3450  0.08
F -2.0380 -1.7438 1.8040  -0.22
F -2.0017 -1.9746 -0.4560  -0.15
F -3.9027 -1.2510 0.5801  -0.19
F -1.9372 0.4369 0.4167  -0.82
O -0.1967 -0.0580 -2.7813  -0.44
O 0.3468 1.6287 0.4927  -0.52
N 1.3457 -1.8000 -1.0442  -0.64
N 0.8568 -0.7980 -0.4550  0.44
C -0.2922 2.7739 1.1526  -0.18
C 0.2763 -1.2377 -3.1666  1.02
C 1.2383 -3.6909 -4.1786  0.73
C 1.4513 -3.3788 -2.8152  0.61
C -3.4222 5.4410 0.4440  -0.81
C 2.5527 -5.5044 -2.5274  -0.75
C -5.2947 5.6375 2.1041  -1.49
C 2.1153 -4.3150 -2.0009  -0.39
C 2.3444 -5.8146 -3.8789  -0.54
C -3.0776 3.4401 -0.8283  -0.14
C -4.6082 1.4544 -0.5845  -1.67
C 0.5730 -2.7557 -5.0102  -0.82
C 0.9680 -2.1247 -2.3051  0.24
C 2.4659 0.3522 3.2279  -0.63
C 1.6967 -4.9218 -4.6911  -0.93
C -1.5485 5.4332 -1.2103  -1.79
C -4.1699 2.8358 -0.2090  1.05
C -2.6976 4.7554 -0.5205  1.46
C 1.4211 -0.4664 0.7971  0.51
C -4.8673 3.5613 0.7479  -1.02
C 0.1138 -1.5665 -4.5292  -0.91
C 2.7385 -0.9164 2.7441  -0.98
C 2.2272 -1.3329 1.5290  -0.17
C 1.6666 1.2362 2.5163  -0.78
C 1.1524 0.8124 1.3095  0.80
C -4.5133 4.8615 1.0893  0.50
B -2.6534 -1.6274 0.6532  0.57
H -1.0760 3.1182 0.4872  -0.61
H -5.0001 1.4402 -1.6043  0.40
H 3.0626 -6.2150 -1.8915  0.42
H 0.4728 3.5360 1.2944  0.44
H -5.8682 6.4289 1.6194  0.33
H -1.3129 6.3767 -0.7229  0.40
H -5.7141 3.0960 1.2362  0.32
H -5.9918 4.9982 2.6406  0.36
H 2.6952 -6.7578 -4.2726  0.41
H -0.3908 -0.8505 -5.1619  0.47
H 1.5264 -5.1467 -5.7355  0.41
H 2.4329 -2.3168 1.1376  0.48
H 2.2749 -4.0937 -0.9574  0.43
H -3.1335 6.4549 0.6932  0.40
H -0.6445 4.8183 -1.2097  0.32
H -4.6339 6.1100 2.8300  0.36
H 3.3555 -1.5891 3.3216  0.43
H -3.7779 0.7429 -0.5316  0.18
H 0.4319 -3.0042 -6.0540  0.41
H 2.8795 0.6668 4.1741  0.43
H -0.7206 2.4344 2.0929  0.47
H -1.7849 5.6486 -2.2544  0.38
H -5.3947 1.1040 0.0786  0.38
H 1.4703 2.2230 2.9034  0.47

E_LUMO (alpha / beta) = -4.296 / -4.958 eV
2S+1 = 4
Orbital gap (alpha / beta) = 6.54 / 6.11 eV
ΔE to the lowest compared entry with this formula, charge and spin = 0.577 eV
HOMO level (alpha / beta) = -10.831 / -11.065 eV
E_tot = -55394.726 eV
Charge = +1

=====

# 6
The following is a DFT calculation (wB97M-V/def2-TZVPD) of C5H3N in the gas phase at a distorted geometry.

Each line ends with the Mulliken charge.
Element x y z (Å)
N -1.8652 -0.8068 0.0405  -0.08
C -0.4571 -0.3967 -0.3079  0.20
C 0.5582 -0.3512 0.7635  -0.28
C 1.0405 0.8871 0.8369  -0.20
C 0.6565 0.9525 -0.5490  -0.34
C -2.8735 -1.3958 0.2967  -0.07
H 1.8032 1.3994 1.3847  0.35
H -0.2130 -1.1241 -1.0942  0.23
H 1.3505 0.8357 -1.3711  0.18

E_LUMO (alpha / beta) = -0.134 / -0.134 eV
2S+1 = 1
Orbital gap (alpha / beta) = 8.75 / 8.75 eV
ΔE to the lowest compared entry with this formula, charge and spin = 4.780 eV
HOMO level (alpha / beta) = -8.886 / -8.886 eV
E_tot = -6715.943 eV
Charge = 0

=====

# 7
The following is a DFT calculation (wB97M-V/def2-TZVPD) of C5H10 in the gas phase at a distorted geometry.

Each line ends with the Mulliken charge.
Element x y z (Å)
C -1.0549 -0.1843 0.6671  0.06
C 0.4516 -0.0992 0.4961  0.46
C 0.8486 1.2769 -0.0070  -1.16
C 0.7956 -1.2980 -0.3123  -1.27
C -1.8419 0.1487 -0.3518  -0.88
H 0.3860 -1.3595 -1.3983  0.26
H 0.3291 1.8165 -0.9288  0.22
H -1.4564 -0.7035 1.6850  0.23
H 0.7571 2.0966 0.7499  0.32
H -2.8906 0.0845 -0.3821  0.32
H 1.9622 1.3296 -0.3050  0.29
H -1.4369 0.6310 -1.2651  0.18
H 1.8693 -1.3867 -0.3950  0.37
H 0.8988 -0.2555 1.4506  0.22
H 0.3823 -2.0970 0.2965  0.39

E_LUMO = 1.195 eV
2S+1 = 1
Orbital gap = 10.74 eV
ΔE to the lowest compared entry with this formula, charge and spin = 1.736 eV
HOMO level = -9.544 eV
E_tot = -5345.530 eV
SMILES string = C=CC(C)C
Charge = 0

=====

# 8
The following is a DFT calculation (wB97M-V/def2-TZVPD) of 2 unconnected molecules or ions with the total composition C6H11BrN at a distorted geometry.

Each line ends with the Mulliken charge.
Element x y z (Å)
Br -3.1140 0.1750 -0.2716  -0.03
N -0.1788 -0.3996 0.0000  0.50
C 2.4877 0.6763 -0.2811  -0.26
C -0.4021 -1.1874 -1.2082  -0.84
C -1.2829 0.5385 0.2215  0.37
C -0.1227 -1.3772 1.1048  -0.82
C -0.9391 1.7244 0.7453  -0.95
C 1.9600 1.7255 -0.5907  -0.60
H -0.1331 -0.7500 2.0335  0.29
H -1.7340 2.4241 0.8144  0.28
H 3.1783 -0.0560 0.0880  0.43
H 0.0566 -2.2125 -1.1776  0.33
H -1.0689 -1.9062 0.9979  0.42
H 0.7361 0.3531 0.0048  -0.13
H -0.1402 -0.6077 -2.1100  0.31
H -1.5309 -1.4222 -1.2701  0.34
H 1.4099 2.4738 -1.0406  0.52
H 0.0680 1.8969 1.0313  0.50
H 0.7500 -2.0689 0.9086  0.35

E_LUMO = -3.014 eV
2S+1 = 1
Orbital gap = 10.96 eV
ΔE to the lowest compared entry with this formula, charge and spin = 4.099 eV
HOMO level = -13.975 eV
E_tot = -77922.068 eV
Charge = +1

=====

Among the records above, which one has the highest E_tot? C5H10

=====

What is the charge in the sixth record? 0

=====

Please write out number 2 again, unchanged.
The following is a DFT calculation (wB97M-V/def2-TZVPD) of C3H7NO2S in the gas phase at a distorted geometry.

Each line ends with the Mulliken charge.
Element x y z (Å)
S -1.8294 -0.7493 -0.6036  0.36
O -1.7667 1.4290 0.6196  -0.37
O -2.0245 -1.2095 0.7892  -0.61
N -1.2299 0.9124 -0.5144  -0.09
C 0.9398 0.0874 0.4857  -0.14
C 1.3092 -1.2094 0.2840  -0.61
C 0.2455 0.9259 -0.4861  -0.43
H 0.5221 2.0202 -0.1510  0.23
H 0.4577 0.8908 -1.5999  0.35
H 1.9024 -1.7020 1.0626  0.23
H 0.8939 0.3555 1.4859  0.30
H -1.7730 0.7716 1.2874  0.34
H -3.0236 -0.1794 -0.6718  0.19
H 1.2600 -1.8315 -0.6180  0.24

E_LUMO = 0.695 eV
2S+1 = 1
Orbital gap = 10.24 eV
ΔE to the lowest compared entry with this formula, charge and spin = 5.332 eV
HOMO level = -9.550 eV
E_tot = -19640.273 eV
Charge = 0

=====

What is the formula in the first record? CH3IO2S